#w
58
Properties=species:S:1:pos:R:3:nbo_charge:R:1 method="wB97M-V/def2-TZVPD" multiplicity=2 gap_ev="7.381 / 7.395" lumo_energy_ev="-6.271 / -6.257" e_homo_ha="-0.502 / -0.502" total_charge=+2
Yb -0.11204 0.14429 0.56362 1.4706
N 2.66742 -3.54358 0.83655 -0.7466
C 1.89161 -2.50715 0.50988 0.3404
S 1.96665 -1.12432 1.60097 -0.3704
N 1.18538 -2.65198 -0.59579 -0.4117
N 0.41675 -1.56915 -0.89601 -0.3560
C -0.17870 -1.60186 -2.02982 0.0718
C -1.00920 -0.45986 -2.43964 0.1642
C -1.68042 -0.46732 -3.64866 -0.2036
C -2.43814 0.63966 -4.00247 -0.1047
C -2.50684 1.72065 -3.13745 -0.2359
C -1.82130 1.64464 -1.93889 0.0729
N -1.08984 0.58286 -1.58711 -0.5682
H 3.27365 -3.50452 1.63540 0.4202
H 2.69576 -4.34250 0.22308 0.4240
H -0.06112 -2.46263 -2.68086 0.2306
H -1.60052 -1.32521 -4.30287 0.2519
H -2.96769 0.65718 -4.94616 0.2532
H -3.08209 2.60315 -3.37977 0.2534
H -1.86113 2.46431 -1.23022 0.2008
C -2.71466 3.13321 1.88568 -0.9252
P -1.02538 2.47501 2.01735 0.8010
C -0.75563 2.38399 3.81622 -0.9310
C 0.04128 3.87226 1.49559 -0.7044
C 1.50592 3.44910 1.34527 -0.7087
P 1.74025 2.25112 -0.02671 0.8259
C 3.50103 1.83039 0.04673 -0.9299
C 1.60062 3.27631 -1.51943 -0.9346
H -2.80075 4.05181 2.46791 0.2563
H -3.43141 2.40476 2.26484 0.2573
H -2.96801 3.35100 0.84821 0.2456
H -0.90668 3.37089 4.25603 0.2562
H 0.25197 2.04248 4.05521 0.2490
H -1.46613 1.68491 4.25831 0.2533
H -0.06341 4.68429 2.21855 0.2583
H -0.35129 4.25473 0.54886 0.2379
H 1.87920 2.98440 2.26280 0.2420
H 2.14296 4.31841 1.16531 0.2594
H 4.10156 2.74089 0.02059 0.2499
H 3.76599 1.20429 -0.80499 0.2624
H 3.71468 1.26725 0.95280 0.2655
H 2.31576 4.09815 -1.46363 0.2555
H 0.59653 3.68445 -1.63390 0.2401
H 1.82143 2.67515 -2.40146 0.2611
C -0.86344 -1.87792 6.20191 -0.6425
C -1.45487 -1.70747 4.83004 -0.0174
C -2.73913 -2.14398 4.51340 -0.1065
C -3.25197 -1.98044 3.23539 -0.2555
C -2.42809 -1.36039 2.32422 0.1620
Br -2.95945 -1.10220 0.52506 0.1943
N -1.20903 -0.92002 2.57735 -0.5617
C -0.72718 -1.10419 3.81680 0.0630
H -1.29876 -2.73390 6.71401 0.2447
H -1.05078 -0.99518 6.81537 0.2442
H 0.21451 -2.02559 6.15295 0.2379
H -3.34373 -2.63473 5.26705 0.2494
H -4.23626 -2.33043 2.96037 0.2626
H 0.29234 -0.77994 3.98369 0.2259

***

#x
58
Properties=species:S:1:pos:R:3:nbo_charge:R:1 method="wB97M-V/def2-TZVPD" multiplicity=2 gap_ev="7.497 / 7.503" lumo_energy_ev="-6.318 / -6.314" e_homo_ha="-0.508 / -0.508" total_charge=+2
Yb 0.09162 0.56515 0.16441 1.4444
N 2.95725 -1.15019 3.31902 -0.7665
C 2.30762 -0.41212 2.40477 0.3332
S 0.56583 -0.27077 2.63207 -0.3595
N 3.05174 0.09565 1.45001 -0.4189
N 2.35635 0.80945 0.51938 -0.3588
C 3.05416 1.49998 -0.29740 0.0903
C 2.37680 2.34784 -1.28867 0.1529
C 3.10192 3.06567 -2.21787 -0.1976
C 2.42311 3.87924 -3.11562 -0.1065
C 1.04181 3.94631 -3.05180 -0.2321
C 0.38921 3.18404 -2.09848 0.0743
N 1.03133 2.39663 -1.23427 -0.5445
H 2.48766 -1.43162 4.16211 0.4194
H 3.96523 -1.15432 3.29829 0.4221
H 4.13745 1.49038 -0.22316 0.2298
H 4.18193 2.99406 -2.22889 0.2500
H 2.96815 4.45612 -3.85125 0.2529
H 0.47489 4.57354 -3.72558 0.2536
H -0.69159 3.20372 -2.02432 0.2043
C -2.45867 3.97081 0.13352 -0.9254
P -2.06428 2.32994 0.81578 0.7916
C -2.05655 2.62167 2.61628 -0.9296
C -3.61977 1.39157 0.54086 -0.6965
C -3.55038 -0.03487 1.09338 -0.7077
P -2.23803 -1.03917 0.28480 0.8162
C -3.03332 -1.61444 -1.25064 -0.9317
C -2.18814 -2.54275 1.30731 -0.9276
H -3.31632 4.37879 0.66928 0.2597
H -2.70970 3.89905 -0.92497 0.2462
H -1.61456 4.64995 0.24959 0.2593
H -3.03536 2.98428 2.93373 0.2530
H -1.30391 3.37344 2.85641 0.2645
H -1.80404 1.71689 3.16776 0.2577
H -3.81970 1.38356 -0.53399 0.2386
H -4.43371 1.94995 1.00754 0.2573
H -4.50738 -0.54361 0.96882 0.2572
H -3.33648 -0.02460 2.16500 0.2463
H -3.97451 -2.11044 -1.01263 0.2534
H -2.37898 -2.32377 -1.75891 0.2512
H -3.22644 -0.78590 -1.93201 0.2467
H -3.19770 -2.93757 1.42558 0.2527
H -1.76597 -2.31592 2.28547 0.2626
H -1.56673 -3.30072 0.83054 0.2496
C 2.53470 -5.02385 0.56529 -0.6421
C 1.98114 -3.92712 -0.30380 -0.0137
C 2.04314 -3.97308 -1.69261 -0.1104
C 1.52622 -2.93779 -2.46276 -0.2600
C 0.97208 -1.89348 -1.76748 0.1696
Br 0.17567 -0.41437 -2.68215 0.1754
N 0.89513 -1.79593 -0.45344 -0.5413
C 1.39581 -2.80577 0.26870 0.0641
H 2.74034 -5.92005 -0.01579 0.2412
H 1.83793 -5.28460 1.36182 0.2390
H 3.46741 -4.70763 1.03463 0.2466
H 2.49057 -4.82858 -2.18523 0.2494
H 1.55334 -2.95168 -3.54253 0.2622
H 1.31462 -2.70097 1.34408 0.2321

***

The most stable structure shown above is #w; the least stable is #x.